DFT (ωB97M-V/def2-TZVPD) results for C22H19F6N2 as an isolated structure at a distorted geometry.

Results
- HOMO-LUMO gap (eV) = 7.727
- E (a.u.) = -1558.19625
- relative energy (zero: lowest compared OMol25 entry of this formula, charge and spin) (kcal per mole) = 0.00

ORCA input file:
```
! wB97M-V def2-TZVPD RIJCOSX def2/J DEFGRID3
* xyz 1 1
F -5.10870 4.27823 2.47246
C -5.35644 3.14711 1.73306
F -6.23226 2.37718 2.45144
F -6.04262 3.54700 0.60990
C -4.03732 2.40997 1.45422
C -3.97379 1.03822 1.67408
C -2.79030 0.35133 1.39378
C -1.58289 1.05761 1.06971
C -0.33856 0.31710 1.25143
C 0.92349 1.04486 1.27655
C 1.01016 2.36762 1.82830
C 2.23490 3.00743 1.99504
C 3.40208 2.36061 1.58173
C 4.74653 3.07044 1.71639
F 5.66163 2.26599 2.34286
F 5.27898 3.41561 0.49845
F 4.66624 4.22296 2.44744
C 3.37194 1.06855 1.04739
C 2.14868 0.43031 0.84209
C -1.74190 2.42392 0.61651
C -2.92411 3.11025 0.95221
H -4.86940 0.51884 2.01913
H -2.77174 -0.73877 1.48699
H -0.39666 -0.64919 1.87862
H 0.12221 2.91150 2.18948
H 2.30116 4.01042 2.42793
H 4.31546 0.59554 0.76723
H 2.15215 -0.53977 0.34145
H -0.95098 2.96296 0.05777
H -3.03900 4.18811 0.79310
C 0.55820 -5.35653 -2.72934
N 0.65166 -3.94149 -3.00386
C 1.13763 -3.63631 -4.33016
C 0.39325 -2.97091 -2.08212
C 0.67961 -1.62139 -2.37559
C 0.44622 -0.65537 -1.39140
N 0.03537 -0.98706 -0.14421
C -0.21550 -2.28528 0.14576
C -0.12848 -3.29977 -0.80485
H 0.49547 -5.60217 -1.66978
H -0.30856 -5.80667 -3.24197
H 1.43087 -5.90412 -3.12163
H 0.78530 -2.67127 -4.70019
H 2.23530 -3.65229 -4.37686
H 0.80762 -4.39615 -5.04685
H 1.11596 -1.30982 -3.32808
H 0.64908 0.41839 -1.62524
H -0.50094 -2.57423 1.17527
H -0.44699 -4.31951 -0.56563
*
```



DFT (ωB97M-V/def2-TZVPD) results for a 2-piece molecular cluster, C22H19FO overall at a distorted geometry.

Results
- HOMO-LUMO gap (eV) = 4.042
- E (a.u.) = -1024.73729
- relative energy (zero: lowest compared OMol25 entry of this formula, charge and spin) (kcal per mole) = 18.25

ORCA input file:
```
! wB97M-V def2-TZVPD RIJCOSX def2/J DEFGRID3
* xyz 0 1
C -1.76917 0.06792 2.85820
C -1.70169 -0.59519 1.49863
C -0.47493 -1.27302 1.23786
C -0.26774 -2.25447 0.23535
C -1.20830 -2.55117 -0.79341
C -0.92992 -3.51543 -1.75262
C 0.28365 -4.21851 -1.72478
C 1.21463 -3.96745 -0.70136
C 0.94638 -3.00339 0.25958
O -2.63175 -0.48158 0.67119
H -0.88059 0.69172 3.02640
H -2.66018 0.69407 2.92129
H -1.80202 -0.69551 3.65029
H 0.34071 -1.09697 1.94662
H -2.14652 -2.00286 -0.80781
H -1.67321 -3.73317 -2.52017
H 0.49050 -4.98275 -2.47455
H 2.14550 -4.53932 -0.65184
H 1.65180 -2.79886 1.07069
F -1.70153 4.56334 3.46136
C -1.34189 3.88790 2.32476
C -2.35644 3.43230 1.48136
C -1.99594 2.59460 0.44625
C -0.63063 2.23149 0.20963
C -0.39466 1.20410 -0.73456
C 0.83767 0.75300 -1.27625
C 0.82893 0.24827 -2.61136
C 1.99329 -0.19791 -3.21300
C 3.20773 -0.14862 -2.50935
C 3.23787 0.32253 -1.19140
C 2.06660 0.72231 -0.55846
C 0.36703 2.91168 0.96796
C 0.01098 3.66657 2.07805
H -3.39833 3.68878 1.65579
H -2.75569 2.13416 -0.18955
H -1.29094 0.79079 -1.19531
H -0.12770 0.24188 -3.14384
H 1.95832 -0.57127 -4.23650
H 4.12953 -0.45649 -3.00092
H 4.18246 0.37878 -0.65170
H 2.07345 0.96789 0.50361
H 1.41246 2.81263 0.68585
H 0.76029 4.07725 2.74803
*
```



DFT (ωB97M-V/def2-TZVPD) results for C22H19N3O5Tl as an isolated structure.

Results
- HOMO-LUMO gap (spin up / spin down) (eV) = 6.098 / 5.627
- E (a.u.) = -1562.43383

ORCA input file:
```
! wB97M-V def2-TZVPD RIJCOSX def2/J DEFGRID3
* xyz 1 1
Tl -2.09073 -0.04938 0.11867
O -1.52746 -4.66497 -2.07156
C -0.56603 -5.23884 -1.34251
C -0.13660 -6.51009 -1.72743
C 0.85359 -7.14582 -1.01506
C 1.44968 -6.54199 0.09893
C 1.03370 -5.29488 0.48833
C 0.01894 -4.61801 -0.21727
C -0.44723 -3.30872 0.19916
O -1.30869 -2.65895 -0.40182
N 0.18146 -2.80540 1.36015
N -0.38677 -1.75301 1.84311
C -0.38392 -1.43956 3.08405
C -0.77089 -0.09420 3.51639
C -0.58939 0.27294 4.84260
C -0.89186 1.57234 5.22002
C -1.36738 2.44953 4.26335
C -1.53618 1.99031 2.96171
N -1.24651 0.74920 2.59059
H -1.71773 -3.78627 -1.68788
H -0.60104 -6.96771 -2.58979
H 1.17767 -8.13048 -1.32632
H 2.23010 -7.05366 0.64358
H 1.48451 -4.80874 1.34111
H -0.08640 -2.17037 3.83362
H -0.21222 -0.44495 5.55854
H -0.75843 1.89019 6.24512
H -1.61626 3.47145 4.51140
H -1.91682 2.64393 2.18611
C -1.37413 6.45709 -3.33337
O -0.15541 5.75156 -3.55898
C 0.07131 4.65444 -2.82912
C 1.30399 4.00493 -3.11338
C 1.67718 2.84856 -2.43711
C 0.86874 2.27437 -1.48043
C 1.28032 1.00091 -0.82633
C 2.73835 0.62767 -0.83331
O 0.46947 0.25464 -0.30673
C -0.39927 2.94601 -1.14155
O -1.14262 2.53924 -0.23345
C -0.75493 4.14286 -1.87065
H -1.36305 7.29557 -4.02101
H -1.42279 6.82273 -2.30629
H -2.23299 5.81760 -3.54420
H 1.94264 4.43678 -3.87186
H 2.62196 2.39115 -2.69583
H 3.05135 0.34989 -1.84169
H 2.87806 -0.22863 -0.17949
H 3.36405 1.45791 -0.50597
H -1.69334 4.60084 -1.59614
*
```



DFT (ωB97M-V/def2-TZVPD) results for C22H19N4O3ReS3 as an isolated structure.

Results
- HOMO-LUMO gap (spin up / spin down) (eV) = 6.512 / 6.522
- expectation value of S² = 0.88
- E (a.u.) = -2567.16456
- relative energy (zero: lowest compared OMol25 entry of this formula, charge and spin) (kcal per mole) = 0.00

ORCA input file:
```
! wB97M-V def2-TZVPD RIJCOSX def2/J DEFGRID3
* xyz 1 2
Re 0.71915 -0.42591 0.16541
C -0.40434 -1.42129 4.59154
C -0.10768 -1.45601 3.12169
S 0.64962 -0.07409 2.43245
C -0.42919 -2.51363 2.32823
C -1.13326 -3.74553 2.81707
S -0.04239 -2.45172 0.65659
H -0.00411 -0.52273 5.05550
H 0.02408 -2.29099 5.09288
H -1.48298 -1.44347 4.75939
H -0.76126 -4.05194 3.79483
H -1.00263 -4.57448 2.12385
H -2.20455 -3.55382 2.91234
C -1.94385 -0.91876 -4.84355
C -2.21693 -1.38274 -3.56477
C -1.23973 -1.34359 -2.58601
C 0.02374 -0.86118 -2.90908
C 0.30738 -0.39635 -4.19229
C -0.68356 -0.42157 -5.15348
N 1.03597 -0.82100 -1.90768
N 2.20988 -0.96585 -2.34478
C 3.18041 -0.86012 -1.36079
C 4.51353 -0.94977 -1.72139
C 5.47781 -0.81859 -0.74079
C 5.08199 -0.60871 0.57450
C 3.73838 -0.54759 0.87248
N 2.79455 -0.67255 -0.07858
H -2.71632 -0.93691 -5.60058
H -3.19627 -1.77323 -3.32447
H -1.45552 -1.70232 -1.59043
H 1.28634 0.00367 -4.41223
H -0.47699 -0.04583 -6.14612
H 4.75563 -1.11310 -2.76139
H 6.52740 -0.88007 -0.99340
H 5.80568 -0.50362 1.36945
H 3.38241 -0.40896 1.88229
O -2.68509 -0.08514 1.25806
C -2.10135 0.80581 0.70618
N -1.06904 0.61191 -0.22680
S -0.38417 2.01709 -0.70487
O 1.01607 1.79294 -0.25362
O -0.52330 2.35471 -2.08056
C -1.33675 3.06652 0.32147
C -1.31543 4.44211 0.42873
C -2.25696 5.01705 1.27175
C -3.18590 4.23219 1.95275
C -3.20131 2.85019 1.81434
C -2.26206 2.27002 0.98385
H -0.59898 5.04309 -0.11411
H -2.27276 6.09097 1.39764
H -3.91090 4.71179 2.59639
H -3.92446 2.23311 2.33011
*
```